Record 1
C36H45F3I2N4NaO6PS3 | ωB97M-V/def2-TZVPD

Calculated values
Net charge: -2
Frontier orbital gap in eV: 6.0
Molar mass in g mol⁻¹: 1090.75
Relative energy (zero: lowest compared OMol25 entry of this formula, charge and spin) in kcal/mol: 6.05
Energy in eV: -126879.2371

Each line ends with the Löwdin charge.
Geometry (Å):
1 Na 0.9482 -0.0327 -0.1943  0.1893
2 C 1.8449 2.5869 4.7945  -0.5831
3 C 0.7735 3.3716 4.0683  -0.5429
4 S 0.7341 2.9989 2.2780  0.8696
5 C -0.9062 2.2901 2.0745  -0.5358
6 C -1.1585 0.9851 2.8638  -0.5252
7 S -0.3323 -0.4988 2.3305  0.9170
8 C 0.8441 -0.9833 3.5596  -0.5802
9 C 2.0264 -0.1189 4.0178  -0.4872
10 S 1.5096 0.9134 5.4450  0.8377
11 H 2.2452 3.2288 5.5948  0.0584
12 H 2.7119 2.4602 4.0921  0.0709
13 H 0.9761 4.4621 4.1799  0.0698
14 H -0.2293 3.1724 4.4649  0.0674
15 H -1.0108 2.2253 0.9810  0.0411
16 H -1.6600 3.0292 2.3730  0.0787
17 H -2.2230 0.8256 2.8730  0.0543
18 H -0.8862 1.1744 3.9109  0.0417
19 H 1.2433 -1.8397 3.0389  -0.0004
20 H 0.3389 -1.3153 4.4889  0.0674
21 H 2.3772 0.4906 3.2229  0.0374
22 H 2.8148 -0.7631 4.3195  0.0541
23 I 0.2880 4.1779 -4.0404  0.8585
24 C 1.9324 3.7327 -2.8121  -0.6195
25 C 3.1471 4.4391 -3.0336  -0.2458
26 C 4.3055 4.0977 -2.3766  -0.6911
27 I 6.0848 5.1449 -2.7564  0.7995
28 C 4.2072 3.0766 -1.3742  -0.2124
29 C 5.3540 2.5465 -0.6921  -0.0542
30 C 5.2079 1.4951 0.1951  -0.0431
31 C 3.9037 0.9572 0.4191  -0.1331
32 N 2.8513 1.4237 -0.1899  0.1022
33 C 2.9683 2.4481 -1.1174  -0.1193
34 C 1.7481 2.7970 -1.7986  -0.5014
35 O 0.7198 2.1495 -1.5679  -0.1027
36 H 3.0932 5.1825 -3.7884  0.0501
37 H 6.3055 2.9111 -1.0327  0.0331
38 H 6.0310 0.9603 0.6222  0.0863
39 H 3.7252 0.1294 1.1054  0.0757
40 C -0.2288 -1.2000 -5.7563  -0.0505
41 N -0.3581 -1.6977 -4.3854  -0.0983
42 C -0.1588 -3.0521 -3.8774  -0.0588
43 C 0.3094 -2.7683 -2.3911  -0.4613
44 O 0.4469 -3.7095 -1.5923  -0.0060
45 N 0.3916 -1.4228 -2.1847  0.1604
46 C -0.0131 -0.8299 -3.3476  -0.3662
47 N -0.0564 0.4741 -3.4459  0.2252
48 H 0.7745 -0.8067 -5.9250  0.0832
49 H -0.9730 -0.3864 -5.9467  0.0942
50 H -0.4004 -2.0044 -6.4640  0.0740
51 H 0.5545 -3.6439 -4.4293  0.1052
52 H -1.1148 -3.6257 -3.8400  0.1239
53 H 0.0124 0.9775 -2.5764  0.0398
54 H -0.6102 0.9469 -4.1380  0.0736
55 F 6.0768 -8.7904 2.4204  0.0887
56 C 5.3786 -8.0867 3.3833  -0.6005
57 F 4.4285 -8.9389 3.7926  0.1294
58 F 6.2228 -7.9425 4.3908  0.1372
59 C 4.8143 -6.8072 2.9242  -0.1817
60 C 5.0287 -5.6301 3.6289  -0.0234
61 C 4.4623 -4.4568 3.1655  -0.0305
62 C 3.6507 -4.3924 2.0177  -0.2617
63 C 3.4504 -5.6165 1.3472  -0.0123
64 C 4.0329 -6.7966 1.8040  -0.0371
65 C 3.0353 -3.1958 1.5588  -0.2178
66 C 2.4425 -2.2365 1.0693  -0.0039
67 H 5.5719 -5.6428 4.5309  0.0959
68 H 4.7489 -3.6028 3.6816  0.0835
69 H 2.7451 -5.6699 0.5141  0.1211
70 H 3.8725 -7.7354 1.2553  0.1237
71 C -4.9143 0.1878 0.7615  -0.0396
72 C -4.5909 -0.7388 -0.3639  -0.6121
73 C -3.4046 -1.6314 0.0409  -0.0233
74 C -5.8002 -1.5007 -0.9098  -0.0336
75 O -4.1763 0.0418 -1.5328  -0.2037
76 P -3.0587 1.2561 -1.5357  0.2866
77 O -2.7311 1.4830 -2.9666  -0.3059
78 O -2.0047 1.0154 -0.5140  -0.2866
79 O -3.8893 2.5318 -0.9169  -0.1805
80 C -4.7364 3.3884 -1.6433  -0.6725
81 C -3.9177 4.2300 -2.5879  -0.0522
82 C -5.8615 2.6100 -2.3148  -0.0467
83 C -5.3946 4.2937 -0.5748  -0.0421
84 H -5.2011 -0.3922 1.5839  0.0664
85 H -5.7010 0.8903 0.5066  0.0823
86 H -4.0086 0.7023 1.0350  0.0670
87 H -3.7758 -2.3789 0.7679  0.0890
88 H -2.6151 -1.0110 0.4822  0.0437
89 H -2.9764 -2.1487 -0.8199  0.0889
90 H -6.2167 -2.0306 -0.0577  0.0730
91 H -5.5742 -2.2121 -1.7600  0.1032
92 H -6.5408 -0.8543 -1.2959  0.0524
93 H -3.3584 3.6455 -3.3428  0.0678
94 H -3.2256 4.9307 -2.0728  0.0959
95 H -4.6089 4.8809 -3.1220  0.0698
96 H -5.3883 1.9048 -3.0316  0.0859
97 H -6.5049 3.2275 -2.9457  0.0723
98 H -6.5310 2.0750 -1.5886  0.0882
99 H -4.6321 4.7486 0.0888  0.0894
100 H -6.1301 3.7204 0.0076  0.0734
101 H -5.9232 5.0923 -1.1001  0.0714

Record 2
C36H46BCl2MoN7SSe4 | ωB97M-V/def2-TZVPD

Calculated values
Frontier orbital gap (alpha / beta) in eV: 5.3 / 5.5
Molar mass in g mol⁻¹: 1102.38
Energy in eV: -348307.4422

Each line ends with the Löwdin charge.
Geometry (Å):
1 Mo -1.5410 -0.9183 0.1352  0.8649
2 C -3.8818 1.0199 -3.0000  -0.0853
3 C -3.6221 2.2423 -2.1335  -0.3573
4 C -3.9707 3.5126 -2.9189  -0.0637
5 C -2.2001 2.3181 -1.6283  -0.2739
6 C -1.6275 3.4716 -1.0421  -0.0117
7 C -0.3282 3.1260 -0.7826  -0.0815
8 N -0.1522 1.8501 -1.1823  -0.0514
9 N -1.2941 1.3447 -1.7191  0.1339
10 B 1.1584 1.1036 -1.0265  -0.5036
11 N 1.6244 0.1496 -2.0956  -0.0521
12 C 2.7134 0.3972 -2.8710  -0.0782
13 C 2.9232 -0.7008 -3.6607  -0.0163
14 C 1.8922 -1.5990 -3.2938  -0.3023
15 N 1.1138 -1.0666 -2.3664  0.1198
16 C 1.6917 -2.9931 -3.8152  -0.3808
17 C 1.7006 -3.0284 -5.3464  -0.0783
18 C 2.7829 -3.9212 -3.2671  -0.0626
19 N 1.1502 0.3253 0.4269  0.0245
20 C 2.0533 0.9143 2.5154  -0.1695
21 C 1.8464 -0.5898 2.7668  0.0374
22 C 1.1016 -1.3925 1.9739  -0.2472
23 N 0.4401 -0.9302 0.7837  -0.1147
24 C 1.0229 -2.8887 2.2280  -0.3998
25 C 1.9961 -3.3701 3.3029  -0.0805
26 C 1.2411 -3.6812 0.9342  -0.0649
27 H -4.9557 0.8475 -3.1061  0.0859
28 H -3.4571 1.1674 -3.9946  0.0735
29 H -3.4326 0.1300 -2.5706  0.0206
30 H -4.2769 2.1983 -1.2571  0.1100
31 H -3.2902 3.6238 -3.7665  0.0880
32 H -4.9912 3.4448 -3.3045  0.0807
33 H -3.9006 4.4137 -2.3077  0.0669
34 H -2.1056 4.4147 -0.8254  0.1059
35 H 0.4781 3.6857 -0.3308  0.1263
36 H 2.0460 1.9079 -0.8715  0.1310
37 H 3.2551 1.3293 -2.7918  0.1137
38 H 3.7137 -0.8456 -4.3828  0.1023
39 H 0.7290 -3.3501 -3.4526  0.1038
40 H 2.6949 -2.7800 -5.7284  0.0750
41 H 1.4478 -4.0309 -5.7026  0.0774
42 H 0.9911 -2.3172 -5.7691  0.0483
43 H 3.7691 -3.5882 -3.6023  0.0786
44 H 2.7778 -3.9324 -2.1743  0.0691
45 H 2.6291 -4.9438 -3.6235  0.0774
46 H 2.9767 0.9910 1.9353  0.1201
47 H 2.3908 -1.0217 3.5973  0.0889
48 H 0.0217 -3.1141 2.5878  0.0558
49 H 3.0331 -3.1707 3.0183  0.0868
50 H 1.7981 -2.9129 4.2739  0.0778
51 H 1.8807 -4.4493 3.4219  0.0828
52 H 2.2603 -3.5338 0.5584  0.0858
53 H 1.0954 -4.7474 1.1288  0.0860
54 H 0.5468 -3.3857 0.1510  0.0239
55 Se -2.3445 -2.1393 1.9200  0.3613
56 Se -3.2063 -4.5565 1.2700  -0.0330
57 Se -3.1315 -4.4447 -0.9338  -0.0924
58 Se -1.8383 -2.5225 -1.5745  0.1026
59 C 4.4557 0.6986 4.3110  -0.0416
60 C 3.7690 2.0471 4.0473  -0.5461
61 C 4.4728 2.7525 2.8669  -0.0382
62 C 3.9709 2.9339 5.2772  -0.0733
63 C 2.2904 1.8388 3.7020  -0.1045
64 C 1.3469 2.5236 4.3579  -0.0176
65 C -0.0779 2.6712 4.1086  -0.0706
66 C -0.7655 2.2840 3.0302  -0.4116
67 S -2.4772 2.6494 2.8209  1.1255
68 C -2.5523 1.5425 1.4931  -0.5288
69 N -1.4132 1.0084 1.1390  -0.0569
70 C -0.3272 1.4962 1.8855  -0.2103
71 C 0.9381 1.2173 1.5709  -0.0981
72 C -3.7516 1.0526 0.8790  -0.2938
73 C -5.0132 1.6131 1.1106  -0.0524
74 C -6.1179 1.0297 0.5355  -0.0739
75 C -5.9471 -0.1225 -0.2383  -0.0555
76 C -4.6952 -0.6819 -0.4363  -0.1355
77 C -3.5355 -0.1003 0.0962  -0.3058
78 H 5.5173 0.8599 4.5177  0.0904
79 H 4.3859 0.0277 3.4516  0.0776
80 H 4.0104 0.1991 5.1758  0.0954
81 H 5.4555 3.1032 3.1895  0.0873
82 H 3.8937 3.6172 2.5336  0.0961
83 H 4.6365 2.0973 2.0101  0.0782
84 H 5.0399 3.0198 5.4808  0.0872
85 H 3.4960 2.5109 6.1668  0.0920
86 H 3.5826 3.9414 5.1134  0.0888
87 H 1.6718 3.1196 5.2015  0.0934
88 H -0.6267 3.2291 4.8610  0.1073
89 H 2.1386 0.0821 0.4693  0.1524
90 H -5.1082 2.4897 1.7464  0.1047
91 H -7.1045 1.4487 0.6857  0.1052
92 H -6.8146 -0.5958 -0.6863  0.1120
93 H -4.6235 -1.5892 -1.0186  0.0643
94 Cl -4.3102 -2.6402 -4.6581  0.5070
95 C -2.6639 -2.7233 -5.3143  -1.0040
96 Cl -1.6461 -1.3450 -4.8771  0.5271
97 H -2.7452 -2.7515 -6.3912  0.0208
98 H -2.1951 -3.6178 -4.9244  0.0202

Record 3
C36H46LaN11O3S | ωB97M-V/def2-TZVPD

Calculated values
Net charge: +2
Frontier orbital gap in eV: 6.5
Molar mass in g mol⁻¹: 851.81
Relative energy (zero: lowest compared OMol25 entry of this formula, charge and spin) in kcal/mol: 14.38
Energy in eV: -72297.8590

Each line ends with the Löwdin charge.
Geometry (Å):
1 La 0.0441 -0.4523 -0.0474  1.9900
2 O 4.1089 -2.4711 -4.2803  0.0495
3 C 3.2494 -1.7016 -4.9906  -0.2478
4 C 3.4509 -1.4799 -6.3670  -0.0107
5 C 2.5847 -0.6661 -7.1011  -0.0479
6 C 1.5008 -0.0280 -6.4622  -0.0717
7 C 1.3116 -0.2102 -5.0962  -0.0248
8 C 2.1589 -1.0598 -4.3164  -0.0662
9 C 1.7814 -1.1881 -2.8945  -0.3931
10 O 0.8065 -0.4604 -2.3930  -0.3204
11 N 2.5342 -1.9870 -2.1130  0.0673
12 N 2.1222 -1.9878 -0.8305  -0.0981
13 C 2.7573 -2.7236 0.0432  -0.0920
14 C 2.6262 -2.4274 1.4189  -0.2805
15 C 3.3642 -3.2730 2.3084  -0.0021
16 C 3.2857 -3.0605 3.6716  -0.0131
17 C 2.4961 -1.9380 4.1291  -0.0303
18 C 1.8212 -1.1852 3.1912  -0.1465
19 N 1.8041 -1.4341 1.8495  0.0034
20 H 4.7471 -2.9035 -4.9184  0.1450
21 H 4.2940 -1.9980 -6.8332  0.1212
22 H 2.7080 -0.5839 -8.1713  0.1110
23 H 0.8372 0.6170 -7.0219  0.1034
24 H 0.5194 0.3183 -4.5936  0.0971
25 H 3.5146 -3.4739 -0.2078  0.1364
26 H 3.9292 -4.0850 1.8616  0.1194
27 H 3.7229 -3.7863 4.3533  0.1188
28 H 2.4367 -1.6866 5.1742  0.1044
29 H 1.2389 -0.3099 3.4746  0.1048
30 C 1.5165 3.5915 -2.2202  -0.0572
31 N 0.3201 2.7691 -2.1713  -0.0512
32 C -0.8497 3.0752 -1.6058  -0.8265
33 N -1.0297 4.3784 -1.2741  0.1530
34 S -2.0192 1.8088 -1.3474  0.5506
35 H 2.3555 2.9695 -2.5642  0.1027
36 H 1.7886 4.0552 -1.2641  0.0895
37 H 1.4239 4.4143 -2.9292  0.0898
38 H 0.4312 1.8126 -2.5024  0.0799
39 H -0.4352 5.0692 -1.6914  0.1042
40 H -1.9062 4.6583 -0.8437  0.0991
41 C -2.1092 -1.6474 -3.0693  -0.1747
42 C -3.2131 -2.2665 -3.9509  -0.1457
43 N -3.9197 -3.3113 -3.1534  -0.1317
44 C -4.5785 -2.6359 -1.9803  -0.1398
45 C -3.5319 -1.9006 -1.1370  -0.1794
46 N -2.1375 -2.1283 -1.6361  -0.1969
47 C -1.8920 -3.5932 -1.6797  -0.1722
48 C -2.8870 -4.2785 -2.6636  -0.1419
49 H -2.2147 -0.5400 -3.0298  0.0742
50 H -1.0948 -1.8691 -3.4623  0.1087
51 H -2.7833 -2.6996 -4.8585  0.1192
52 H -3.9089 -1.4827 -4.2764  0.1202
53 H -5.0757 -3.3785 -1.3569  0.1143
54 H -5.3539 -1.9434 -2.3724  0.1282
55 H -3.5880 -2.2179 -0.0881  0.1008
56 H -3.6868 -0.8107 -1.1674  0.0952
57 H -2.0330 -4.0042 -0.6690  0.1001
58 H -0.8656 -3.8393 -2.0076  0.1170
59 H -3.4134 -5.1076 -2.1469  0.1226
60 H -2.3731 -4.7279 -3.5103  0.1151
61 C -1.5923 -4.3438 4.4139  0.0124
62 N -1.6802 -3.1524 3.5124  -0.0890
63 C -2.3041 -1.9010 3.8587  -0.0167
64 C -2.1469 -1.1070 2.7774  -0.1231
65 N -1.3795 -1.7652 1.7630  -0.1020
66 C -1.1497 -2.9905 2.2480  -0.1563
67 H -1.8135 -4.0395 5.4317  0.0914
68 H -0.5565 -4.6720 4.3901  0.0864
69 H -2.2630 -5.1580 4.0761  0.1067
70 H -2.7711 -1.7358 4.8094  0.1224
71 H -2.5271 -0.1092 2.5953  0.0919
72 H -0.6580 -3.8094 1.7037  0.1468
73 C 1.0467 4.6716 4.5857  0.0506
74 N 1.4900 3.8223 3.4504  -0.0257
75 N 0.5357 3.2039 2.6255  0.0662
76 C 1.1303 2.1550 1.9558  -0.3639
77 O 0.4067 1.3536 1.2640  -0.3338
78 C 2.5066 2.1407 2.3372  0.0732
79 C 2.6522 3.1494 3.2936  -0.2440
80 C 3.8550 3.4697 4.0873  0.0036
81 C -0.7293 3.7643 2.3296  -0.1795
82 C -0.9057 5.1466 2.0618  -0.0331
83 C -2.1695 5.6281 1.7939  -0.0731
84 C -3.2664 4.7310 1.7177  -0.0499
85 C -3.0494 3.3496 1.8710  -0.0750
86 C -1.8021 2.8661 2.2017  -0.0343
87 H 0.1361 4.2307 5.0046  0.1133
88 H 0.8542 5.6661 4.2179  0.0825
89 H 1.8827 4.7426 5.2906  0.0990
90 H 3.2777 1.4362 2.0840  0.1196
91 H 4.6874 2.9094 3.6652  0.0971
92 H 3.6860 3.2428 5.1357  0.0981
93 H 4.1106 4.5208 3.9809  0.1021
94 H -0.0302 5.7841 2.0259  0.1161
95 H -2.4200 6.6955 1.6558  0.1255
96 H -4.2588 5.0682 1.5346  0.1028
97 H -3.8525 2.6407 1.6928  0.1133
98 H -1.6239 1.8015 2.3496  0.0845

- The highest energy belongs to which entry?
  C36H46LaN11O3S